# 1
DFT (wB97M-V/def2-TZVPD) results for a molecular structure, C28H36CsF6N2O4P2SSb.

Calculated values
2S+1 = 2
Energy above the lowest of the compared OMol25 structures with the same formula, charge and spin = 0.090 eV
Net charge = -1

Last column: Löwdin spin population.
Positions of all 81 atoms, in Å:
Cs -0.47 -0.09 -0.28  0.0026
C -1.05 -2.19 4.09  0.0012
O -2.41 -1.83 4.36  0.0066
C -2.72 -0.50 4.41  0.0371
C -3.38 -0.06 5.51  0.0202
C -3.82 1.29 5.63  0.0564
C -3.56 2.17 4.62  0.0003
C -2.86 1.78 3.45  0.0698
C -2.59 2.77 2.48  0.0687
N -1.86 2.57 1.40  0.1006
N -1.73 3.61 0.64  0.2551
C -0.78 3.44 -0.35  0.0503
O -0.02 2.48 -0.38  0.1052
C -0.68 4.55 -1.34  0.0008
C -1.35 5.75 -1.17  0.0051
C -1.23 6.75 -2.13  -0.0002
C -0.44 6.54 -3.25  0.0056
C 0.22 5.34 -3.42  0.0001
C 0.11 4.34 -2.47  0.0041
C -2.46 0.38 3.28  0.0653
O -1.97 -0.06 2.21  0.1388
H -0.97 -3.25 4.33  0.0000
H -0.37 -1.62 4.73  0.0001
H -0.79 -2.03 3.04  0.0000
H -3.57 -0.76 6.31  0.0007
H -4.34 1.60 6.52  0.0037
H -3.87 3.20 4.70  -0.0016
H -2.97 3.78 2.67  -0.0009
H -1.97 5.90 -0.29  -0.0008
H -1.75 7.69 -1.99  -0.0002
H -0.35 7.32 -4.00  0.0004
H 0.82 5.16 -4.31  -0.0001
H 0.60 3.39 -2.59  0.0003
C 4.18 -0.07 -1.25  0.0000
P 3.18 -0.25 0.27  0.0001
C 4.20 0.76 1.43  0.0000
C 3.76 -1.93 0.81  0.0000
C 3.17 -3.06 -0.04  0.0000
P 1.31 -3.09 0.08  0.0002
C 1.09 -4.39 1.37  0.0000
C 0.93 -4.08 -1.42  0.0000
H 5.25 -0.24 -1.07  0.0000
H 4.03 0.94 -1.65  0.0000
H 3.82 -0.75 -2.02  0.0000
H 5.25 0.47 1.41  0.0000
H 3.81 0.65 2.45  0.0000
H 4.11 1.81 1.15  0.0000
H 3.44 -2.04 1.86  0.0000
H 4.85 -1.96 0.80  0.0000
H 3.59 -4.02 0.25  0.0000
H 3.42 -2.90 -1.09  0.0000
H 1.56 -5.33 1.10  0.0000
H 0.02 -4.54 1.52  0.0000
H 1.51 -4.04 2.32  0.0000
H 1.51 -5.00 -1.48  0.0000
H 1.11 -3.47 -2.31  0.0000
H -0.14 -4.32 -1.40  0.0000
F 0.32 -0.97 -2.65  0.0000
Sb 0.33 0.09 -4.25  0.0000
F 1.87 0.99 -3.63  0.0000
F -0.77 1.33 -3.34  0.0001
F 0.31 1.17 -5.80  0.0000
F -1.22 -0.81 -4.84  0.0000
F 1.43 -1.19 -5.09  0.0000
C -4.26 -3.30 -0.26  0.0004
S -3.24 -2.07 0.60  0.0010
O -1.84 -2.41 0.22  0.0002
C -3.73 -0.69 -0.42  0.0010
C -3.32 -0.64 -1.75  -0.0001
C -3.67 0.45 -2.53  0.0009
C -4.42 1.48 -1.97  0.0001
C -4.81 1.43 -0.64  0.0003
C -4.46 0.34 0.14  0.0006
H -3.94 -3.36 -1.30  0.0001
H -5.30 -3.01 -0.18  0.0000
H -4.09 -4.25 0.25  0.0000
H -2.67 -1.42 -2.15  0.0000
H -3.33 0.50 -3.55  0.0000
H -4.67 2.34 -2.57  0.0000
H -5.35 2.26 -0.20  0.0000
H -4.71 0.31 1.20  0.0001

---

# 2
DFT (wB97M-V/def2-TZVPD) results for 3 unconnected molecules or ions with the total composition C17H35ClO8.

Calculated values
Net charge = 0
Total energy = -1730.6759 Eh

Last column: Mulliken charge in e.
Positions of all 61 atoms, in Å:
C 1.37 -0.62 -2.26  -0.7757
C 1.75 0.65 -2.34  -0.2096
C 2.63 1.40 -1.39  -0.8063
C 3.11 0.58 -0.22  -0.0488
Cl 4.37 1.45 0.72  -0.1771
O 2.07 0.11 0.62  -0.1012
C 1.13 0.98 1.05  0.0087
O 1.27 2.15 1.21  -0.4736
H 1.28 -1.22 -3.16  0.2610
H 1.12 -1.10 -1.32  0.2443
H 1.44 1.25 -3.19  0.3596
H 3.51 1.67 -1.98  0.4385
H 2.20 2.35 -1.05  0.4025
H 3.60 -0.32 -0.57  0.4852
H 0.19 0.44 1.25  0.4052
C 3.77 -2.32 2.15  -0.6946
O 3.31 -3.42 2.89  -0.3136
C 3.81 -3.46 4.21  -0.5538
C 2.84 -4.14 5.15  -0.3729
O 1.72 -3.35 5.50  -0.4557
C 0.70 -3.18 4.53  -0.2149
C -0.17 -4.39 4.31  -0.5967
O 0.50 -5.37 3.53  -0.2574
C 0.02 -6.67 3.76  -0.7789
H 4.85 -2.37 1.98  0.3722
H 3.25 -2.32 1.20  0.1706
H 3.54 -1.37 2.67  0.3198
H 4.01 -2.45 4.58  0.3412
H 4.76 -4.03 4.22  0.3714
H 3.36 -4.32 6.09  0.3963
H 2.54 -5.12 4.75  0.1730
H 1.10 -2.82 3.58  0.0468
H 0.06 -2.39 4.93  0.4040
H -1.09 -4.08 3.78  0.4005
H -0.46 -4.81 5.28  0.3484
H 0.08 -6.94 4.82  0.3353
H 0.65 -7.35 3.19  0.2338
H -1.02 -6.79 3.42  0.3206
C -4.40 3.11 -0.51  -0.7692
O -3.63 3.72 -1.53  -0.2926
C -2.28 3.30 -1.54  -0.4938
C -1.70 3.37 -2.93  -0.3740
O -2.13 2.34 -3.80  -0.4122
C -3.44 2.42 -4.32  -0.3937
C -3.63 3.46 -5.40  -0.5679
O -3.70 4.76 -4.84  -0.2700
C -3.31 5.77 -5.74  -0.7714
H -4.06 3.41 0.48  0.3279
H -5.43 3.43 -0.65  0.2389
H -4.36 2.02 -0.59  0.3329
H -2.20 2.27 -1.17  0.3121
H -1.69 3.95 -0.88  0.3950
H -0.62 3.22 -2.83  0.3424
H -1.86 4.36 -3.37  0.1810
H -4.18 2.54 -3.53  0.1668
H -3.61 1.44 -4.79  0.3918
H -4.56 3.25 -5.93  0.4160
H -2.80 3.40 -6.11  0.3425
H -2.30 5.59 -6.13  0.3322
H -3.30 6.71 -5.19  0.2323
H -4.00 5.85 -6.58  0.3251

---

# 3
DFT (wB97M-V/def2-TZVPD) results for 3 unconnected molecules or ions with the total composition C26H46N2O6.

Calculated values
2S+1 = 3
Net charge = 0
Total energy = -1579.1092 Eh

Last column: Löwdin spin population.
Positions of all 80 atoms, in Å:
C 6.36 1.25 -0.92  0.0000
C 4.85 1.00 -1.09  0.0000
C 4.11 2.24 -1.44  0.0000
C 2.97 2.34 -2.11  0.0000
C 2.15 1.24 -2.65  0.0000
O 0.97 1.08 -1.87  0.0003
C 1.23 0.57 -0.59  0.0000
C 2.60 3.78 -2.20  0.0000
O 1.63 4.29 -2.71  0.0000
O 3.57 4.48 -1.54  0.0000
C 4.51 3.63 -1.04  0.0000
O 5.45 4.00 -0.40  0.0000
H 6.66 1.99 -1.64  0.0000
H 6.58 1.64 0.06  0.0000
H 6.90 0.35 -1.14  0.0000
H 4.42 0.53 -0.22  0.0000
H 4.75 0.30 -1.90  0.0000
H 1.80 1.48 -3.64  0.0000
H 2.68 0.30 -2.67  0.0000
H 0.28 0.28 -0.18  -0.0002
H 1.63 1.32 0.09  0.0000
H 1.92 -0.27 -0.59  -0.0001
C -1.72 -3.68 -0.75  0.0023
C -0.34 -4.12 -1.28  0.0266
C -0.29 -5.64 -1.47  0.0156
C -0.17 -6.41 -0.16  0.0008
C 1.04 -5.91 0.63  0.0149
C 1.00 -4.40 0.88  0.0261
N 0.75 -3.65 -0.38  0.3675
O 1.84 -3.53 -1.05  0.5366
C -0.07 -4.08 1.95  0.0027
C 2.33 -3.96 1.49  -0.0011
C -0.21 -3.46 -2.65  -0.0011
H -1.83 -2.60 -0.84  0.0009
H -2.51 -4.14 -1.35  -0.0004
H -1.91 -3.94 0.28  0.0001
H 0.57 -5.90 -2.10  0.0022
H -1.18 -5.96 -2.01  0.0015
H -1.09 -6.31 0.43  0.0003
H -0.05 -7.48 -0.37  0.0007
H 1.10 -6.43 1.59  0.0015
H 1.95 -6.17 0.08  0.0022
H -0.29 -3.02 1.97  0.0014
H 0.29 -4.37 2.93  -0.0004
H -1.01 -4.62 1.80  0.0000
H 3.18 -4.23 0.87  -0.0005
H 2.46 -4.44 2.46  -0.0003
H 2.34 -2.88 1.64  0.0003
H -0.16 -2.37 -2.56  0.0002
H -1.09 -3.70 -3.25  -0.0003
H 0.66 -3.80 -3.20  -0.0004
C -2.75 3.78 3.30  0.0023
C -1.91 3.37 2.07  0.0267
C -1.69 4.56 1.14  0.0156
C -2.93 4.93 0.32  0.0008
C -3.43 3.71 -0.45  0.0150
C -3.71 2.51 0.46  0.0262
N -2.55 2.22 1.36  0.3683
O -1.65 1.55 0.72  0.5360
C -4.99 2.76 1.27  0.0028
C -4.00 1.28 -0.40  -0.0011
C -0.56 2.95 2.64  -0.0011
H -2.71 3.01 4.06  0.0010
H -2.35 4.70 3.73  -0.0004
H -3.80 3.97 3.08  0.0001
H -0.88 4.32 0.44  0.0021
H -1.36 5.42 1.72  0.0015
H -3.71 5.33 0.97  0.0003
H -2.67 5.72 -0.38  0.0007
H -4.34 3.96 -0.99  0.0015
H -2.68 3.43 -1.19  0.0021
H -5.09 2.05 2.09  0.0015
H -5.87 2.65 0.63  -0.0004
H -5.05 3.77 1.69  0.0000
H -3.19 1.07 -1.10  -0.0005
H -4.90 1.46 -0.99  -0.0003
H -4.16 0.40 0.22  0.0002
H -0.65 2.04 3.25  0.0002
H -0.18 3.74 3.28  -0.0003
H 0.18 2.76 1.86  -0.0003

---

no.,M (g mol⁻¹)
1,927.27
2,402.91
3,482.66